Record 1
C34H31BrGeIN4O2Re | the ωB97M-V functional and the def2-TZVPD basis

Each line ends with the Mulliken spin population.
Cartesian coordinates (Å):
Re 0.527 0.073 2.254  0.992
C 1.185 0.451 5.137  0.111
C 1.119 1.430 4.127  -0.043
C -0.267 1.603 3.792  0.022
C -1.012 0.748 4.650  0.030
C -0.123 0.055 5.468  -0.017
H 2.095 0.047 5.557  0.003
H 1.936 2.045 3.783  -0.016
H -0.680 2.426 3.229  0.008
H -2.086 0.651 4.640  0.003
H -0.378 -0.739 6.155  0.000
C 0.561 1.143 0.891  -0.148
Ge 0.686 2.001 -0.809  0.013
C 0.296 3.906 -0.574  0.001
C 0.057 4.752 -1.656  0.002
C -0.194 6.104 -1.462  0.000
C -0.212 6.629 -0.177  0.000
C 0.021 5.798 0.910  -0.002
C 0.273 4.447 0.711  -0.004
C 2.513 1.749 -1.471  0.004
C 3.467 1.122 -0.671  0.002
C 4.763 0.930 -1.135  -0.002
C 5.121 1.363 -2.403  0.000
C 4.179 1.987 -3.211  0.000
C 2.885 2.173 -2.747  0.000
C -0.497 1.305 -2.205  -0.009
C -0.111 0.183 -2.938  0.001
C -0.972 -0.402 -3.856  -0.001
C -2.239 0.129 -4.054  0.000
C -2.636 1.248 -3.334  -0.001
C -1.770 1.829 -2.417  0.002
H 0.056 4.352 -2.664  0.000
H -0.379 6.748 -2.314  0.000
H -0.410 7.683 -0.024  0.000
H 0.005 6.202 1.915  0.000
H 0.453 3.798 1.562  0.004
H 3.183 0.779 0.318  -0.002
H 5.492 0.435 -0.504  0.000
H 6.131 1.211 -2.765  0.000
H 4.453 2.322 -4.205  0.000
H 2.154 2.648 -3.393  0.000
H 0.869 -0.254 -2.777  -0.001
H -0.661 -1.286 -4.400  0.000
H -2.920 -0.338 -4.755  0.000
H -3.628 1.661 -3.478  0.000
H -2.098 2.692 -1.847  0.001
Br -0.314 -3.731 -1.813  0.003
C -2.137 -3.283 -2.109  -0.001
C -2.789 -3.918 -3.158  0.002
C -4.113 -3.615 -3.429  -0.001
C -4.777 -2.679 -2.647  0.001
C -4.113 -2.050 -1.608  -0.005
C -2.780 -2.338 -1.320  0.044
I -1.793 -1.258 0.206  -0.016
H -2.254 -4.643 -3.757  -0.001
H -4.621 -4.109 -4.248  0.000
H -5.813 -2.434 -2.850  0.000
H -4.626 -1.310 -1.007  0.001
C -2.174 -2.316 3.780  0.005
C -0.708 -2.702 3.817  0.002
O -0.401 -3.761 4.377  0.007
O 0.160 -1.953 3.227  -0.004
H -2.729 -3.148 3.344  0.000
H -2.346 -1.416 3.203  -0.004
H -2.527 -2.179 4.802  0.001
N 2.547 -5.800 0.968  0.003
C 2.168 -4.534 1.311  0.008
N 1.536 -4.342 2.459  0.006
N 2.516 -3.566 0.471  0.002
C 2.083 -2.384 0.844  0.034
N 1.679 -1.366 1.209  -0.038
H 2.044 -6.566 1.379  0.000
H 2.801 -5.906 0.000  0.000
H 1.147 -5.100 2.994  0.000
H 1.128 -3.425 2.703  0.000

Output
- HOMO level (spin up / spin down): -3.10 / -3.36 eV
- Gap between HOMO and LUMO (spin up / spin down): 5.40 / 5.66 eV
- 2S+1: 2
- Net charge: -1
- Energy above the lowest of the compared OMol25 structures with the same formula, charge and spin: 65.83 kJ/mol

Record 2
C34H31BrN5O2PPbS | the ωB97M-V functional and the def2-TZVPD basis

Each line ends with the Löwdin charge.
Cartesian coordinates (Å):
Pb 0.115 -0.213 0.211  1.184
C -0.650 5.674 2.361  -0.090
C 0.314 5.024 1.371  -0.271
N 0.950 3.831 1.915  -0.012
C 0.463 2.575 1.854  -0.788
S -0.855 2.207 0.777  0.537
N 1.035 1.726 2.702  -0.023
N 0.726 0.427 2.513  -0.110
C 0.806 -0.355 3.536  -0.261
C 1.210 0.184 4.876  -0.029
C 0.434 -1.777 3.360  -0.226
C 0.614 -2.723 4.367  -0.009
C 0.184 -4.024 4.163  -0.053
C -0.398 -4.367 2.953  -0.063
C -0.504 -3.378 1.989  -0.183
N -0.117 -2.123 2.191  0.007
H -1.130 6.546 1.909  0.072
H -1.427 4.960 2.642  0.068
H -0.128 5.995 3.265  0.068
H -0.219 4.730 0.473  0.071
H 1.100 5.722 1.083  0.112
H 1.632 3.961 2.646  0.137
H 0.767 1.168 5.004  0.075
H 0.896 -0.462 5.693  0.064
H 2.294 0.316 4.919  0.096
H 1.097 -2.452 5.295  0.104
H 0.313 -4.767 4.940  0.111
H -0.743 -5.373 2.751  0.108
H -0.907 -3.603 1.005  0.098
Br 2.646 -3.884 0.567  0.765
C 3.051 -2.759 -0.914  -0.741
C 3.819 -3.287 -1.937  -0.121
C 4.126 -2.443 -2.994  -0.052
C 3.678 -1.134 -2.963  -0.001
C 2.916 -0.707 -1.885  -0.190
N 2.587 -1.528 -0.878  0.047
C 2.475 0.768 -1.830  -0.619
O 2.916 1.481 -2.725  0.041
O 1.687 1.120 -0.883  -0.240
H 4.166 -4.309 -1.891  0.098
H 4.718 -2.806 -3.826  0.112
H 3.906 -0.421 -3.743  0.119
C -4.727 -0.374 -5.960  -0.087
C -3.797 0.613 -5.675  -0.084
C -3.137 0.612 -4.450  -0.097
C -3.401 -0.377 -3.508  -0.384
C -4.338 -1.369 -3.803  -0.095
C -4.998 -1.365 -5.021  -0.079
P -2.438 -0.377 -1.939  1.043
C -3.761 -0.617 -0.696  -0.380
C -5.014 -0.031 -0.879  -0.088
C -5.947 -0.023 0.149  -0.078
C -5.646 -0.594 1.378  -0.086
C -4.402 -1.179 1.575  -0.074
C -3.469 -1.181 0.547  -0.129
C -1.669 -2.035 -2.147  -0.424
C -2.166 -3.231 -1.640  -0.107
C -1.482 -4.423 -1.859  -0.085
C -0.299 -4.427 -2.584  -0.081
C 0.202 -3.236 -3.096  -0.078
C -0.478 -2.048 -2.876  -0.125
H -5.241 -0.375 -6.913  0.102
H -3.583 1.387 -6.403  0.103
H -2.408 1.384 -4.220  0.102
H -4.548 -2.146 -3.077  0.108
H -5.725 -2.138 -5.244  0.103
H -5.262 0.426 -1.829  0.104
H -6.914 0.439 -0.007  0.104
H -6.373 -0.577 2.181  0.102
H -4.149 -1.623 2.530  0.105
H -2.503 -1.635 0.725  0.052
H -3.092 -3.235 -1.073  0.101
H -1.874 -5.352 -1.460  0.105
H 0.233 -5.357 -2.750  0.105
H 1.127 -3.230 -3.661  0.103
H -0.078 -1.113 -3.262  0.109

Output
- HOMO level: -7.67 eV
- Gap between HOMO and LUMO: 7.47 eV
- 2S+1: 1
- Energy above the lowest of the compared OMol25 structures with the same formula, charge and spin: 67.92 kJ/mol

Record 3
C34H31IrN7 | the ωB97M-V functional and the def2-TZVPD basis

Each line ends with the Mulliken spin population.
Cartesian coordinates (Å):
Ir 0.370 -0.742 0.581  -0.006
C 2.910 -2.201 -0.168  0.001
C 2.429 -3.402 0.611  -0.001
C 0.972 -3.745 0.414  0.002
C 0.635 -5.078 0.230  -0.001
C -0.685 -5.488 0.189  0.000
C -1.668 -4.525 0.370  -0.001
C -1.281 -3.217 0.522  0.008
N 0.008 -2.794 0.518  0.001
N 2.443 -0.921 0.455  -0.003
C 3.056 -0.803 1.834  0.001
C 2.080 -1.088 2.923  0.001
C 2.466 -1.322 4.233  -0.001
C 1.491 -1.516 5.194  0.000
C 0.151 -1.484 4.812  -0.001
C -0.159 -1.257 3.493  -0.005
N 0.796 -1.054 2.556  0.007
C 2.968 0.242 -0.356  0.004
C 2.191 1.481 -0.014  -0.001
C 2.317 2.754 -0.666  0.030
C 1.292 3.626 -0.518  -0.015
C 0.255 3.471 0.508  0.093
C 0.394 2.238 1.357  0.010
N 1.270 1.242 0.857  0.012
H 2.545 -2.259 -1.186  0.000
H 4.002 -2.175 -0.217  0.000
H 2.616 -3.292 1.682  0.000
H 3.030 -4.258 0.309  0.000
H 1.433 -5.803 0.144  0.000
H -0.938 -6.531 0.049  0.000
H -2.717 -4.783 0.399  0.000
H -2.026 -2.457 0.695  -0.006
H 3.418 0.217 1.965  0.000
H 3.933 -1.447 1.896  0.000
H 3.518 -1.356 4.487  0.000
H 1.767 -1.701 6.225  0.000
H -0.641 -1.645 5.531  0.000
H -1.182 -1.256 3.139  0.002
H 2.905 0.024 -1.416  0.000
H 4.032 0.390 -0.145  0.000
H 3.097 2.921 -1.398  -0.001
H 1.217 4.488 -1.171  0.001
H -0.703 3.950 0.347  -0.008
H -0.481 1.466 3.052  -0.005
C -0.171 4.120 2.927  0.239
C -1.571 3.985 2.973  0.129
C -2.423 3.096 2.287  -0.010
C -1.947 1.896 1.770  0.163
N -0.635 1.539 2.051  0.007
C 0.781 3.583 1.977  0.033
C -2.601 0.933 0.916  0.075
C -3.964 1.029 0.664  0.104
C -4.559 0.196 -0.274  -0.016
C -3.729 -0.593 -1.032  0.062
C -2.347 -0.611 -0.775  0.039
N -1.789 0.016 0.268  0.031
C -1.392 -1.165 -1.768  0.005
C -1.823 -1.732 -2.955  0.005
C -0.909 -2.027 -3.955  0.000
C 0.415 -1.700 -3.738  0.002
C 0.780 -1.177 -2.512  0.002
N -0.077 -0.937 -1.509  0.007
H 0.246 4.810 3.655  -0.009
H -2.068 4.724 3.595  0.010
H -3.472 3.362 2.222  -0.004
H 1.824 3.851 2.084  0.001
H -4.562 1.752 1.202  0.003
H -5.626 0.227 -0.454  0.004
H -4.136 -1.179 -1.842  -0.001
H -2.871 -1.930 -3.123  0.001
H -1.233 -2.469 -4.888  0.000
H 1.167 -1.844 -4.503  0.000
H 1.807 -0.921 -2.344  0.001

Output
- HOMO level (spin up / spin down): -19.87 / -20.24 eV
- Gap between HOMO and LUMO (spin up / spin down): 7.48 / 5.74 eV
- 2S+1: 2
- Net charge: +4
- Energy above the lowest of the compared OMol25 structures with the same formula, charge and spin: 0.00 kJ/mol

Record 4
C34H31N2O7PSV | the ωB97M-V functional and the def2-TZVPD basis

Each line ends with the Löwdin charge.
Cartesian coordinates (Å):
V 0.016 0.375 0.535  0.858
O 0.809 1.487 -0.684  -0.453
S 1.596 1.276 -2.007  0.567
O 1.750 2.535 -2.652  -0.237
O 1.018 0.176 -2.730  -0.277
C 3.187 0.758 -1.412  -0.257
C 4.276 1.313 -2.069  -0.031
C 5.559 0.906 -1.735  -0.033
C 5.748 -0.044 -0.746  -0.037
C 4.657 -0.589 -0.086  -0.052
C 3.360 -0.202 -0.410  -0.289
P 2.005 -1.011 0.517  1.128
C 1.841 -2.659 -0.187  -0.343
C 2.154 -2.886 -1.524  -0.061
C 1.935 -4.139 -2.075  -0.050
C 1.414 -5.160 -1.297  -0.060
C 1.086 -4.931 0.034  -0.062
C 1.286 -3.680 0.588  -0.108
C 2.613 -1.180 2.214  -0.345
C 2.460 -0.092 3.074  -0.082
C 2.959 -0.149 4.365  -0.054
C 3.612 -1.292 4.804  -0.052
C 3.774 -2.374 3.951  -0.052
C 3.279 -2.322 2.657  -0.090
H 4.107 2.060 -2.832  0.122
H 6.408 1.339 -2.247  0.121
H 6.747 -0.359 -0.477  0.119
H 4.823 -1.317 0.697  0.110
H 2.555 -2.089 -2.139  0.109
H 2.170 -4.314 -3.116  0.118
H 1.251 -6.138 -1.731  0.116
H 0.667 -5.726 0.636  0.117
H 1.014 -3.497 1.621  0.112
H 1.957 0.806 2.734  0.086
H 2.834 0.696 5.029  0.114
H 3.995 -1.340 5.815  0.115
H 4.285 -3.263 4.293  0.115
H 3.405 -3.173 2.000  0.109
C 1.566 4.284 0.726  0.033
C 0.553 3.705 1.645  -0.295
N 0.159 2.444 1.698  0.106
C -0.788 2.376 2.694  -0.126
C -0.971 3.602 3.254  -0.053
N -0.110 4.423 2.582  0.207
C -1.842 4.159 4.326  -0.464
O -2.690 3.327 4.905  0.166
O -1.735 5.320 4.617  0.143
C -1.436 1.076 2.897  -0.457
O -2.339 0.867 3.663  0.151
O -0.904 0.151 2.088  -0.140
H 1.910 3.519 0.039  0.059
H 2.417 4.676 1.284  0.098
H 1.136 5.100 0.145  0.104
H -0.018 5.408 2.792  0.187
H -2.657 2.422 4.524  0.085
C -2.235 -2.456 0.790  -0.034
C -1.920 -1.828 -0.564  -0.501
C -3.121 -0.920 -0.975  0.003
C -0.798 -0.848 -0.486  -0.059
C -1.704 -2.861 -1.685  -0.170
C -1.962 -4.211 -1.480  -0.039
C -1.887 -5.117 -2.532  -0.076
C -1.543 -4.691 -3.802  -0.080
C -1.271 -3.347 -4.018  -0.064
C -1.354 -2.443 -2.972  -0.036
H -2.374 -1.686 1.546  0.076
H -1.431 -3.119 1.117  0.080
H -3.155 -3.037 0.727  0.097
H -3.354 -0.209 -0.182  0.092
H -3.982 -1.568 -1.135  0.109
H -2.923 -0.379 -1.900  0.094
H -0.325 -0.626 -1.457  0.053
H -2.241 -4.574 -0.501  0.106
H -2.108 -6.162 -2.350  0.110
H -1.495 -5.396 -4.621  0.108
H -1.008 -2.996 -5.008  0.111
H -1.162 -1.398 -3.181  0.106

Output
- HOMO level: -11.54 eV
- Gap between HOMO and LUMO: 7.40 eV
- 2S+1: 1
- Net charge: +1
- Energy above the lowest of the compared OMol25 structures with the same formula, charge and spin: 0.00 kJ/mol

Record 5
C34H31N3O3PRuS | the ωB97M-V functional and the def2-TZVPD basis

Each line ends with the Mulliken spin population.
Cartesian coordinates (Å):
Ru -0.931 0.257 0.725  3.055
C 3.136 4.347 2.808  0.001
C 2.964 4.795 1.502  0.000
C 2.208 4.054 0.612  0.000
C 1.622 2.855 1.028  -0.020
C 1.796 2.408 2.333  0.034
C 2.556 3.159 3.221  0.002
P 0.656 1.892 -0.149  0.086
C 1.790 1.195 -1.363  0.013
C 3.171 1.304 -1.222  0.003
C 4.005 0.711 -2.160  -0.001
C 3.466 0.000 -3.221  0.002
C 2.088 -0.117 -3.357  -0.007
C 1.249 0.478 -2.431  0.003
C -0.472 3.024 -0.977  -0.097
C -0.176 3.953 -1.941  0.023
C -1.165 4.867 -2.349  -0.018
C -2.406 4.851 -1.769  0.027
C -2.740 3.889 -0.789  -0.034
C -4.013 3.827 -0.166  0.144
C -4.292 2.855 0.759  -0.037
C -3.341 1.871 1.079  0.120
C -2.082 1.881 0.491  -0.136
C -1.766 2.939 -0.422  0.130
H 3.723 4.931 3.504  0.000
H 3.416 5.723 1.181  0.000
H 2.074 4.408 -0.402  0.000
H 1.342 1.484 2.665  -0.034
H 2.687 2.812 4.237  0.000
H 3.595 1.846 -0.388  0.001
H 5.078 0.801 -2.055  0.000
H 4.120 -0.470 -3.943  0.000
H 1.668 -0.675 -4.183  0.000
H 0.174 0.379 -2.534  0.011
H 0.809 3.989 -2.392  0.001
H -0.933 5.595 -3.115  -0.001
H -3.156 5.572 -2.069  0.001
H -4.763 4.561 -0.433  0.004
H -5.263 2.822 1.235  0.002
H -3.614 1.087 1.773  0.005
C -1.707 -4.578 2.088  0.004
C -2.249 -4.716 0.672  -0.003
N -2.658 -3.426 0.088  0.033
C -4.100 -3.175 -0.013  0.009
C -4.740 -2.893 1.336  -0.001
C -1.726 -2.570 -0.284  -0.002
S -2.196 -0.971 -0.868  0.369
N -0.463 -2.989 -0.306  0.030
C 0.593 -2.252 -0.061  -0.005
O 0.572 -1.104 0.514  0.074
C 1.917 -2.800 -0.424  0.005
C 3.069 -2.102 -0.072  0.007
C 4.313 -2.600 -0.421  -0.001
C 4.411 -3.792 -1.125  0.002
C 3.263 -4.492 -1.477  0.000
C 2.019 -4.001 -1.125  -0.002
H -1.459 -5.565 2.479  0.000
H -2.439 -4.119 2.751  0.000
H -0.801 -3.974 2.100  -0.002
H -3.132 -5.353 0.657  0.000
H -1.498 -5.157 0.017  0.001
H -4.536 -4.063 -0.473  0.001
H -4.258 -2.345 -0.694  -0.002
H -4.667 -3.753 2.002  0.000
H -5.798 -2.672 1.195  0.000
H -4.260 -2.041 1.817  0.003
H 2.980 -1.178 0.482  -0.004
H 5.208 -2.061 -0.140  0.000
H 5.384 -4.180 -1.395  0.000
H 3.342 -5.423 -2.021  0.000
H 1.119 -4.539 -1.389  0.000
O -0.324 0.028 3.086  0.094
N -1.347 -0.594 3.345  0.011
O -2.108 -0.709 2.333  0.097

Output
- HOMO level (spin up / spin down): -10.90 / -11.21 eV
- Gap between HOMO and LUMO (spin up / spin down): 7.92 / 6.02 eV
- 2S+1: 5
- Net charge: +1
- Energy above the lowest of the compared OMol25 structures with the same formula, charge and spin: 14.85 kJ/mol

Record 6
C34H31O4 | the ωB97M-V functional and the def2-TZVPD basis

Each line ends with the natural charge from an NBO analysis.
Cartesian coordinates (Å):
C 6.650 2.302 0.450  -0.251
O 6.150 1.373 -0.480  -0.490
C 4.800 1.113 -0.364  0.318
C 4.227 0.210 -1.280  -0.250
C 2.901 -0.104 -1.239  -0.176
C 2.036 0.512 -0.310  -0.039
C 0.618 0.258 -0.342  -0.046
C -0.361 1.237 -0.227  -0.166
C -1.747 0.906 -0.198  -0.063
C -2.721 1.859 -0.191  -0.168
C -4.139 1.476 -0.155  0.042
C -4.588 0.518 0.750  -0.218
C -5.914 0.153 0.784  -0.212
C -6.814 0.726 -0.092  -0.222
C -6.382 1.671 -1.001  -0.207
C -5.060 2.054 -1.026  -0.204
C -2.365 3.279 -0.215  0.482
O -3.219 4.155 -0.197  -0.585
C -0.944 3.612 -0.248  -0.171
C -0.516 5.018 -0.248  0.052
C 0.477 5.435 0.634  -0.232
C 0.909 6.740 0.641  -0.206
C 0.371 7.652 -0.244  -0.225
C -0.613 7.254 -1.127  -0.213
C -1.064 5.953 -1.124  -0.199
C -0.018 2.618 -0.249  -0.081
C 2.615 1.409 0.616  -0.197
C 3.950 1.685 0.603  -0.310
H 7.714 2.445 0.265  0.195
H 6.137 3.257 0.328  0.176
H 6.515 1.919 1.462  0.175
H 4.872 -0.219 -2.027  0.223
H 2.486 -0.787 -1.961  0.232
H 0.289 -0.750 -0.532  0.250
H -2.032 -0.130 -0.197  0.234
H -3.882 0.075 1.432  0.221
H -6.245 -0.582 1.498  0.209
H -7.851 0.435 -0.065  0.203
H -7.080 2.107 -1.696  0.203
H -4.722 2.807 -1.718  0.219
H 0.890 4.720 1.326  0.208
H 1.672 7.045 1.336  0.203
H 0.724 8.670 -0.250  0.204
H -1.024 7.962 -1.827  0.206
H -1.847 5.644 -1.796  0.224
H 1.016 2.893 -0.333  0.208
H 1.985 1.858 1.367  0.220
H 4.356 2.349 1.344  0.214
C 0.207 -7.661 1.519  -0.599
C 0.451 -6.335 0.778  -0.021
C 1.816 -5.757 1.183  -0.616
C 0.416 -6.585 -0.763  -0.489
C 0.327 -5.331 -1.594  0.496
O 0.744 -5.355 -2.742  -0.700
C -0.202 -4.148 -1.029  -0.581
C -0.648 -4.064 0.308  0.497
O -1.009 -2.999 0.793  -0.724
C -0.668 -5.313 1.151  -0.490
H -0.758 -8.090 1.250  0.200
H 0.976 -8.393 1.274  0.196
H 0.219 -7.513 2.598  0.195
H 2.005 -4.813 0.673  0.229
H 1.854 -5.571 2.256  0.194
H 2.624 -6.442 0.930  0.194
H 1.316 -7.126 -1.069  0.209
H -0.431 -7.227 -1.018  0.208
H -0.228 -3.258 -1.627  0.195
H -1.650 -5.782 1.055  0.208
H -0.572 -5.027 2.201  0.206

Output
- HOMO level: -3.65 eV
- Gap between HOMO and LUMO: 4.83 eV
- 2S+1: 1
- Net charge: -1
- Energy above the lowest of the compared OMol25 structures with the same formula, charge and spin: 11.38 kJ/mol

Q: Which value of energy above the lowest of the compared OMol25 structures with the same formula, charge and spin does entry 5 give?
A: 14.85 kJ/mol